DFT (ωB97M-V with the def2-TZVPD basis set) results for 8 unconnected molecules or ions with the total composition C38H60N7O6P2S.

```
114
C38H60N7O6P2S | OMol25 | ωB97M-V with the def2-TZVPD basis set
C -4.543 -2.372 0.024
O -4.553 -1.476 1.135
C -3.951 -0.232 0.815
C -5.002 0.938 0.754
C -5.242 1.636 2.147
C -3.974 2.395 2.666
C -3.861 3.888 2.163
C -2.772 4.015 1.004
C -3.505 4.547 -0.287
P -2.379 5.108 -1.660
C -0.561 5.132 -1.240
P 0.389 3.615 -1.748
O 0.227 3.223 -3.188
O 0.095 2.391 -0.651
O 2.004 4.008 -1.527
S -2.924 3.971 -3.404
C -2.108 4.717 -4.857
O -2.682 2.521 -3.230
O -4.392 4.193 -3.573
H -4.562 -3.438 0.359
H -5.483 -2.202 -0.563
H -3.654 -2.259 -0.636
H -3.164 -0.046 1.589
H -3.411 -0.231 -0.166
H -4.710 1.691 -0.026
H -5.984 0.518 0.417
H -5.603 0.915 2.920
H -6.085 2.362 2.008
H -3.032 1.874 2.385
H -4.022 2.426 3.782
H -4.836 4.343 1.876
H -3.489 4.494 3.027
H -2.337 3.019 0.752
H -2.016 4.748 1.360
H -4.227 3.787 -0.683
H -4.133 5.420 0.026
H -2.732 6.468 -1.946
H -0.121 6.084 -1.617
H -0.499 5.200 -0.120
H 0.673 2.616 0.103
H 2.409 3.916 -2.405
H -2.272 4.120 -5.777
H -2.530 5.742 -4.982
H -1.005 4.847 -4.717
N 2.369 0.097 -0.409
C 2.221 -1.081 -1.091
C 3.089 -1.994 -0.549
C 3.784 -1.345 0.504
C 3.316 -0.058 0.568
H 1.860 0.940 -0.596
H 1.515 -1.167 -1.900
H 3.211 -3.015 -0.872
H 4.540 -1.774 1.143
H 3.575 0.759 1.220
N 5.273 1.479 3.275
C 4.156 1.048 3.940
C 4.493 0.873 5.258
C 5.862 1.215 5.395
C 6.316 1.588 4.156
H 5.321 1.684 2.294
H 3.222 0.903 3.421
H 3.827 0.536 6.038
H 6.449 1.190 6.299
H 7.287 1.918 3.826
N 4.132 -2.544 6.379
C 4.550 -3.845 6.454
C 3.951 -4.419 7.547
C 3.137 -3.427 8.150
C 3.267 -2.283 7.405
H 4.416 -1.882 5.677
H 5.236 -4.249 5.727
H 4.083 -5.437 7.875
H 2.524 -3.540 9.030
H 2.822 -1.307 7.518
N -1.198 0.591 6.056
C -1.283 -0.662 6.602
C -0.132 -1.338 6.288
C 0.680 -0.460 5.529
C -0.002 0.725 5.404
H -1.903 1.301 6.126
H -2.152 -0.963 7.164
H 0.101 -2.352 6.574
H 1.656 -0.671 5.120
H 0.259 1.647 4.909
N -4.008 -4.169 -3.331
C -4.950 -3.932 -4.296
C -4.605 -2.775 -4.949
C -3.406 -2.300 -4.359
C -3.060 -3.182 -3.366
H -4.011 -4.947 -2.697
H -5.782 -4.603 -4.433
H -5.152 -2.322 -5.760
H -2.857 -1.412 -4.632
H -2.226 -3.192 -2.683
N 7.563 -1.536 -2.338
C 8.216 -2.191 -3.347
C 7.275 -2.828 -4.114
C 6.005 -2.542 -3.550
C 6.215 -1.741 -2.456
H 8.005 -0.990 -1.622
H 9.290 -2.149 -3.431
H 7.476 -3.432 -4.985
H 5.046 -2.885 -3.905
H 5.524 -1.302 -1.755
N -2.191 -3.430 -7.263
C -3.036 -3.791 -8.276
C -2.438 -3.457 -9.465
C -1.181 -2.878 -9.158
C -1.056 -2.878 -7.791
H -2.375 -3.553 -6.280
H -3.987 -4.250 -8.064
H -2.857 -3.613 -10.446
H -0.451 -2.505 -9.858
H -0.260 -2.533 -7.151
```

Computed properties:
* highest occupied orbital energy: -9.2 eV
* molecular weight: 805.0 g mol⁻¹
* total charge: +1